The following is a DFT calculation (the ωB97M-V functional and the def2-TZVPD basis) of a molecular structure, C4H7NO.

Each line ends with the natural charge from an NBO analysis.
Cartesian coordinates (Å):
1 C 1.656043 0.217124 0.114240  -0.6204
2 C 0.171017 0.254037 -0.519531  0.0435
3 C -0.251528 -0.931298 0.226692  -0.1330
4 N -2.126042 -0.758859 0.153968  -0.4317
5 C -2.220562 0.449578 0.007223  0.3084
6 O -0.624175 1.311883 -0.194448  -0.6391
7 H 2.208329 0.874630 -0.538958  0.2260
8 H 1.632882 0.623257 1.130318  0.2214
9 H 2.201353 -0.751692 0.135148  0.2151
10 H 0.273412 0.078534 -1.610722  0.1602
11 H 0.153958 -1.881684 -0.142336  0.2176
12 H -0.201373 -0.800870 1.304515  0.2064
13 H -2.873311 1.315364 -0.066107  0.2256

Atoms 1-6, force components in eV/Å:
-0.124 0.926 -0.484
1.162 -0.862 0.562
-2.876 -0.573 -0.055
2.017 1.030 -0.242
2.659 0.196 -0.235
-1.667 -0.836 0.251

Summary:
HOMO energy	-0.3581	Ha
Kohn-Sham gap	10.62	eV
M	85.1	g mol⁻¹



The following is a DFT calculation (the ωB97M-V functional and the def2-TZVPD basis) of 2 unconnected molecules or ions with the total composition C6H13NO2.

Each line ends with the natural charge from an NBO analysis.
Cartesian coordinates (Å):
1 C 1.864793 -1.683873 0.084127  -0.4092
2 C 0.819618 -1.416129 0.858606  0.0280
3 C 0.445291 -2.339667 1.987003  -0.6393
4 C 0.184811 -0.028417 0.948989  -0.4422
5 C 0.183311 0.824731 -0.320982  -0.1549
6 N 0.048692 2.244707 -0.099129  -0.8545
7 C -0.907523 0.353318 -1.236342  0.4392
8 O -0.698689 -0.197700 -2.290312  -0.5343
9 H 2.376030 -2.639599 0.175109  0.1938
10 H 2.244967 -1.090731 -0.736526  0.1982
11 H 0.909764 -3.317654 1.856054  0.2184
12 H -0.641670 -2.503377 1.898935  0.2118
13 H 0.720890 -1.960803 2.962186  0.2176
14 H -0.801656 -0.132756 1.386498  0.2096
15 H 0.821756 0.464743 1.696787  0.2228
16 H 1.111645 0.582315 -0.845882  0.2015
17 H -0.859282 2.666755 -0.202091  0.3821
18 H 0.556783 2.624015 0.681502  0.3721
19 H -1.974117 0.306654 -0.949958  0.1306
20 O -2.453221 2.498959 -2.381128  -0.9425
21 H -2.298677 1.725921 -2.950133  0.4794
22 H -1.653515 3.018588 -2.523313  0.4716

Atoms 1-6, force components in eV/Å:
-0.019 -0.762 -0.489
0.923 0.811 0.453
-0.709 -0.556 -1.094
0.484 -0.643 0.209
0.068 -0.101 0.165
0.279 0.484 -0.314

Summary:
HOMO energy	-0.3451	Ha
Kohn-Sham gap	10.23	eV
M	131.2	g mol⁻¹
SMILES string	C=C(C)C[C@H](N)C=O.O



The following is a DFT calculation (the ωB97M-V functional and the def2-TZVPD basis) of a molecular structure, C18H28N2O4S.

Each line ends with the natural charge from an NBO analysis.
Cartesian coordinates (Å):
1 C 2.670364 2.903261 2.563042  -0.6090
2 C 3.070587 3.368675 1.142173  -0.4049
3 C 2.033847 4.269584 0.451106  -0.4092
4 C 1.734192 3.833473 -0.998683  -0.3826
5 C 0.455460 2.985454 -1.177988  -0.4036
6 C 0.118258 2.121730 0.038730  -0.4413
7 C -0.731597 0.900683 -0.221799  0.0034
8 C -1.749194 0.537246 0.633122  0.0275
9 C -2.056368 1.349375 1.864693  -0.1360
10 O -0.895541 1.376007 2.669904  -0.2760
11 O -1.121968 2.214352 3.795298  -0.4327
12 C -2.555519 -0.639542 0.395430  0.0018
13 C -3.629755 -1.071427 1.358487  -0.4476
14 C -2.979013 -1.675124 2.594385  -0.0544
15 O -3.978346 -1.930714 3.572685  -0.7203
16 C -2.347082 -1.413414 -0.705176  -0.2107
17 C -1.309609 -1.108218 -1.621166  0.0867
18 N -0.967386 -1.766658 -2.717576  -0.6130
19 S 0.307160 -0.972372 -3.329546  0.9618
20 N 0.447255 0.192150 -2.263395  -0.6436
21 C -0.514148 0.043950 -1.343996  0.1492
22 H 2.283850 1.887792 2.526370  0.2065
23 H 1.883899 3.522630 2.982820  0.2026
24 H 3.531113 2.867754 3.220894  0.2079
25 H 4.039740 3.854277 1.211519  0.2029
26 H 3.240545 2.470117 0.555376  0.1951
27 H 2.467026 5.265257 0.386056  0.2082
28 H 1.130466 4.369951 1.044223  0.1940
29 H 2.593696 3.323591 -1.421768  0.1992
30 H 1.607456 4.738468 -1.591210  0.2007
31 H -0.355957 3.692794 -1.340129  0.1909
32 H 0.567747 2.410814 -2.085539  0.2328
33 H -0.407689 2.754337 0.737016  0.2127
34 H 1.005785 1.792126 0.572113  0.2344
35 H -2.325196 2.370373 1.553371  0.1685
36 H -2.897403 0.964800 2.430339  0.1975
37 H -1.581635 2.996030 3.452693  0.4446
38 H -4.278687 -0.255035 1.662027  0.2189
39 H -4.226457 -1.856561 0.908410  0.2223
40 H -2.258261 -0.961386 3.001887  0.1627
41 H -2.409938 -2.566245 2.329278  0.1655
42 H -3.533344 -2.335758 4.321747  0.4711
43 H -2.953605 -2.292738 -0.863606  0.2195
44 C 1.938244 -6.644371 -3.677715  -0.7206
45 C 2.227744 -5.368423 -2.922068  0.5928
46 O 3.268477 -5.206812 -2.330055  -0.5396
47 C 1.154523 -4.305888 -2.941873  -0.7199
48 H 2.784750 -7.320623 -3.584253  0.2350
49 H 1.048803 -7.126936 -3.269802  0.2283
50 H 1.771811 -6.424344 -4.733347  0.2279
51 H 0.234117 -4.693089 -2.503418  0.2353
52 H 0.958482 -3.991362 -3.968073  0.2256
53 H 1.488304 -3.450015 -2.363011  0.2310

Atoms 1-6, force components in eV/Å:
0.054 -0.214 -0.540
-0.303 -0.386 0.837
0.862 -0.018 -0.658
-0.591 0.313 0.294
0.492 0.512 0.041
-0.144 -0.318 -0.467

Summary:
HOMO energy	-0.3283	Ha
Kohn-Sham gap	8.30	eV
M	368.5	g mol⁻¹



The following is a DFT calculation (the ωB97M-V functional and the def2-TZVPD basis) of C6H7Br in the gas phase.

Each line ends with the natural charge from an NBO analysis.
Cartesian coordinates (Å):
1 C 3.865226 -1.729559 0.150347  -0.1690
2 C 2.700096 -1.574942 -0.068791  -0.0829
3 C 1.327163 -1.517250 -0.121635  -0.2790
4 C 0.764521 -0.003958 -0.435348  -0.0051
5 Br 2.072445 1.361905 -0.049235  0.0697
6 C -0.647482 0.480067 -0.644380  -0.4992
7 C -1.366141 1.128159 0.501938  -0.6085
8 H 4.864049 -1.793044 0.287876  0.2185
9 H 0.705786 -2.415431 -0.090625  0.2436
10 H -0.734536 1.017606 -1.626518  0.2270
11 H -1.256600 -0.405652 -0.846440  0.2195
12 H -1.183164 0.306886 1.195885  0.2214
13 H -0.764729 2.056101 0.889631  0.2159
14 H -2.371285 1.388329 0.083282  0.2280

Atoms 1-6, force components in eV/Å:
-1.382 0.220 -0.431
0.281 -0.779 0.742
-3.609 7.041 -2.025
2.334 -5.524 2.128
-0.746 -0.493 -0.505
0.282 -0.948 -2.413

Summary:
HOMO energy (alpha / beta)	-0.2997 / -0.2993	Ha
Kohn-Sham gap (alpha / beta)	7.88 / 7.84	eV
M	159.0	g mol⁻¹
SMILES string	C#C/C=C(\Br)CC



The following is a DFT calculation (the ωB97M-V functional and the def2-TZVPD basis) of 2 unconnected molecules or ions with the total composition F2HN.

Each line ends with the natural charge from an NBO analysis.
Cartesian coordinates (Å):
1 N 1.373915 0.087860 -0.533736  0.2261
2 F 1.917620 -0.990256 0.086415  -0.2424
3 F 1.797050 1.167888 0.194523  -0.2371
4 H 0.078976 -0.200984 0.206550  0.2533

Force components x, y, z for each atom (eV/Å):
-5.499 -0.814 2.437
1.655 -0.732 0.257
0.443 0.065 0.138
3.401 1.481 -2.833

Summary:
HOMO energy	-0.4041	Ha
Kohn-Sham gap	10.66	eV
M	53.0	g mol⁻¹



The following is a DFT calculation (the ωB97M-V functional and the def2-TZVPD basis) of C5H6O2 in the gas phase.

Each line ends with the natural charge from an NBO analysis.
Cartesian coordinates (Å):
1 C -2.162036 -0.887580 -0.960816  -0.3727
2 C -0.978211 -0.939833 -1.165651  0.3021
3 O 0.292410 -1.068938 -1.445481  -0.4808
4 C 1.194884 -0.081383 -1.058522  0.1338
5 C 1.135479 0.726542 -0.006133  -0.2823
6 C 0.124587 0.759211 1.120777  -0.1133
7 O 0.247169 -0.350265 1.993202  -0.7059
8 H -3.213740 -0.816266 -0.800608  0.2480
9 H 2.029680 -0.093313 -1.749492  0.2004
10 H 1.988453 1.394792 0.077222  0.2224
11 H -0.896920 0.845408 0.734654  0.1900
12 H 0.318568 1.639938 1.737393  0.1899
13 H -0.080321 -1.128313 1.523455  0.4684

Atoms 1-6, force components in eV/Å:
0.507 -0.033 -0.083
-0.449 0.037 0.110
-0.248 -0.037 0.050
0.131 0.269 0.138
0.054 -0.145 -0.113
-0.051 0.344 -0.174

Summary:
HOMO energy	-0.3479	Ha
Kohn-Sham gap	10.28	eV
M	98.1	g mol⁻¹
SMILES string	C#CO/C=C\CO



The following is a DFT calculation (the ωB97M-V functional and the def2-TZVPD basis) of a gas-phase ion, C3H4NO6P (charge -2).

Each line ends with the natural charge from an NBO analysis.
Cartesian coordinates (Å):
1 C 0.460596 -0.312202 1.087673  -0.2679
2 O -0.631288 -1.062849 1.471561  -0.8271
3 P -1.676255 -1.434034 0.229044  2.3301
4 O -0.759807 -1.676722 -0.955694  -1.2046
5 O -2.608789 -2.486970 0.749897  -1.1539
6 C -2.400994 0.274488 -0.386362  -0.5925
7 N -3.779845 0.220274 -0.301870  0.0840
8 O -4.474961 0.525992 -1.332386  -0.4874
9 C -1.772675 1.521394 0.682902  0.8417
10 O -1.875957 1.444298 1.874471  -0.7019
11 O -1.221985 2.347776 -0.064851  -0.7671
12 H 0.489901 0.477297 1.934968  0.1691
13 H 0.029740 0.202472 0.147503  0.2154
14 H 1.427471 -0.833366 0.926682  0.1449
15 H -1.990367 0.474985 -1.404351  0.2170

Atoms 1-6, force components in eV/Å:
-1.177 3.291 -0.146
-1.365 -2.051 0.240
1.212 -0.614 -0.874
-0.706 -0.372 0.372
0.202 1.073 -0.259
0.398 -0.529 0.534

Summary:
HOMO energy (alpha / beta)	-0.0455 / -0.0455	Ha
Kohn-Sham gap (alpha / beta)	7.94 / 7.94	eV
total charge	-2
M	181.0	g mol⁻¹
SMILES string	CO[P@@](=O)([O-])[C@@H](N=O)C(=O)[O-]



The following is a DFT calculation (the ωB97M-V functional and the def2-TZVPD basis) of C4H11NS in the gas phase.

Each line ends with the natural charge from an NBO analysis.
Cartesian coordinates (Å):
1 C 1.506934 -1.027670 1.082479  -0.6530
2 C 0.918796 -1.848460 -0.039506  -0.5177
3 S -0.728302 -1.301759 -0.648925  0.1732
4 C -0.594974 0.292167 -1.465614  -0.3690
5 N -1.431925 1.311743 -0.806728  -0.6665
6 C -1.243367 1.655093 0.574486  -0.4101
7 H 2.240371 -0.346609 0.646488  0.2103
8 H 2.021260 -1.645889 1.857646  0.2185
9 H 0.930877 -0.528026 1.847013  0.2279
10 H 0.499773 -2.820792 0.314886  0.2282
11 H 1.626467 -2.010454 -0.845707  0.2174
12 H -0.722617 0.447928 -2.536769  0.2172
13 H 0.504004 0.513962 -1.431804  0.1739
14 H -2.043408 1.832633 -1.403024  0.3820
15 H -2.019683 1.377852 1.291173  0.1839
16 H -1.175653 2.764804 0.616935  0.1851
17 H -0.288546 1.333482 0.946974  0.1986

Atoms 1-6, force components in eV/Å:
1.670 -0.523 1.124
-1.961 -0.298 0.530
-0.485 -0.557 -0.517
1.101 2.196 0.840
0.905 -1.687 -0.648
-0.187 2.003 -0.301

Summary:
HOMO energy	-0.2952	Ha
Kohn-Sham gap	9.04	eV
M	105.2	g mol⁻¹
SMILES string	CCSCNC



Record-wise energy values, in eV: -7795.60073; -12016.60283; -41122.15851; -76373.13386; -6935.36908; -9373.35440; -26239.36966; -16650.32768
Record-wise maximum force values, in eV/Å: 2.9; 1.8; 1.2; 8.2; 6.1; 0.5; 3.5; 2.6
Record-wise ΔE to the lowest compared entry with this formula, charge and spin values, in eV: 4.044; 2.122; 4.318; 3.337; 1.928; 3.741; 1.488; 1.466